# 1
The following is a DFT calculation (wB97M-V/def2-TZVPD) of a single C18H20N4O4 molecule.

Last column: Mulliken charge in e.
Positions of all 46 atoms, in Å:
1 C -1.203 -3.045 0.908  -0.79
2 C -2.206 -3.493 0.179  0.13
3 C -3.034 -2.687 -0.779  -1.26
4 N -2.782 -1.255 -0.684  -0.12
5 C -1.718 -0.752 -1.395  0.95
6 O -1.081 -1.406 -2.181  -0.62
7 N -1.459 0.592 -1.183  0.05
8 C -2.140 1.400 -0.291  0.97
9 O -1.833 2.552 -0.105  -0.64
10 N -3.211 0.800 0.330  -0.02
11 C -3.555 -0.533 0.204  0.92
12 O -4.472 -1.023 0.812  -0.60
13 C -4.026 1.623 1.226  -1.14
14 C -5.150 2.265 0.470  -0.02
15 C -6.424 2.034 0.718  -0.79
16 H -7.209 2.511 0.157  0.28
17 H -6.731 1.355 1.496  0.25
18 H -4.842 2.938 -0.319  0.30
19 H -4.410 0.972 2.012  0.47
20 H -3.366 2.387 1.645  0.40
21 C -0.181 1.071 -1.668  -1.68
22 H -0.205 2.163 -1.666  0.56
23 H -0.019 0.680 -2.674  0.40
24 C 0.906 0.553 -0.707  0.85
25 O 0.610 -0.071 0.286  -0.65
26 N 2.153 0.884 -1.108  -0.09
27 C 3.382 0.587 -0.497  0.82
28 C 3.488 -0.175 0.662  -0.33
29 C 4.733 -0.427 1.203  -0.85
30 C 5.894 0.064 0.617  0.74
31 C 5.776 0.823 -0.539  -0.84
32 C 4.538 1.083 -1.093  -0.62
33 H 4.465 1.675 -1.995  0.32
34 H 6.663 1.216 -1.016  0.30
35 C 7.231 -0.220 1.230  -1.35
36 H 8.036 0.157 0.604  0.34
37 H 7.305 0.253 2.210  0.31
38 H 7.367 -1.291 1.369  0.34
39 H 4.805 -1.021 2.103  0.36
40 H 2.600 -0.564 1.129  0.52
41 H 2.233 1.419 -1.962  0.21
42 H -2.809 -2.993 -1.805  0.42
43 H -4.096 -2.845 -0.575  0.47
44 H -2.503 -4.532 0.226  0.37
45 H -0.659 -3.700 1.566  0.30
46 H -0.863 -2.023 0.880  0.08

Kohn-Sham gap	9.15	eV
energy relative to the best compared isomer or geometry (same formula, charge and spin)	0.000	eV
SMILES string	C=CCn1c(=O)n(CC=C)c(=O)n(CC(=O)Nc2ccc(C)cc2)c1=O
HOMO level	-8.550	eV
F_max	0.01198	Eh/bohr

---

# 2
The following is a DFT calculation (wB97M-V/def2-TZVPD) of a single C2H2N2S molecule at a distorted geometry.

Last column: Mulliken charge in e.
Positions of all 7 atoms, in Å:
1 C -0.445 -0.642 0.133  0.06
2 C -0.585 -0.139 1.460  0.25
3 H 1.277 1.369 -2.202  0.17
4 H -0.522 -1.700 -0.066  0.34
5 N -0.029 -0.209 -1.025  -0.31
6 N -0.348 -0.030 2.700  -0.39
7 S 0.652 1.350 -0.999  -0.12

Kohn-Sham gap	8.69	eV
energy relative to the best compared isomer or geometry (same formula, charge and spin)	2.498	eV
SMILES string	N#C/C=N\S
HOMO level	-9.603	eV
F_max	0.19610	Eh/bohr

---

# 3
The following is a DFT calculation (wB97M-V/def2-TZVPD) of a molecular structure, C23H34FeN3O4 at a distorted geometry.

Last column: Mulliken charge in e.
Positions of all 65 atoms, in Å:
1 C 2.234 0.624 -2.402  -0.69
2 O 1.536 -0.371 -1.622  -0.38
3 C 0.808 0.018 -0.495  0.43
4 C 1.385 0.633 0.652  -1.05
5 C 0.674 1.889 1.150  -0.10
6 C -0.735 2.151 0.663  -0.35
7 C -1.335 1.086 0.019  -0.64
8 C -0.636 -0.036 -0.470  -0.71
9 Fe 0.987 -1.657 0.876  0.09
10 C 1.105 -1.492 2.583  0.18
11 O 1.137 -1.533 3.744  -0.38
12 C 2.425 -2.558 0.652  0.20
13 O 3.252 -3.364 0.871  -0.37
14 C -0.198 -2.954 1.029  0.29
15 O -0.874 -3.817 1.370  -0.31
16 H 3.104 0.115 -2.833  0.27
17 H 1.572 0.961 -3.214  0.27
18 H 2.558 1.487 -1.795  0.31
19 H 2.472 0.648 0.776  0.69
20 H 0.629 1.756 2.249  0.16
21 H 1.373 2.730 0.959  0.42
22 H -1.400 2.976 0.947  0.92
23 H -2.423 1.079 -0.105  0.40
24 H -1.153 -0.823 -1.022  0.58
25 C -2.592 3.180 4.028  -0.99
26 C -1.531 4.050 4.663  0.48
27 C -1.859 4.495 6.066  -1.61
28 N -1.367 5.296 3.905  0.83
29 N -1.714 6.429 4.469  -1.15
30 N -1.468 7.387 3.535  1.00
31 C -2.180 8.664 3.809  0.21
32 C -1.865 9.001 5.245  -1.43
33 C -3.667 8.469 3.612  -1.39
34 C -0.972 6.854 2.383  -0.39
35 C -0.403 7.773 1.298  2.00
36 C 0.459 6.987 0.304  -2.21
37 C 0.498 8.843 1.932  -1.52
38 C -1.554 8.439 0.543  -1.45
39 C -0.930 5.466 2.594  0.77
40 C -0.477 4.361 1.856  -1.54
41 H -2.733 2.276 4.632  0.41
42 H -3.547 3.722 3.987  0.33
43 H -2.305 2.881 3.015  0.18
44 H -0.564 3.531 4.635  0.18
45 H -1.959 3.626 6.717  0.46
46 H -1.069 5.135 6.465  0.42
47 H -2.796 5.061 6.088  0.35
48 H -1.788 9.417 3.127  0.21
49 H -2.467 9.856 5.563  0.45
50 H -2.095 8.145 5.885  0.35
51 H -0.814 9.271 5.374  0.35
52 H -4.197 9.370 3.935  0.44
53 H -3.914 8.283 2.563  0.33
54 H -4.012 7.628 4.224  0.34
55 H -0.152 6.272 -0.261  0.40
56 H 0.931 7.677 -0.415  0.49
57 H 1.256 6.449 0.838  0.46
58 H -0.032 9.456 2.667  0.33
59 H 1.358 8.376 2.428  0.38
60 H 0.870 9.516 1.148  0.44
61 H -2.160 9.072 1.200  0.25
62 H -1.149 9.072 -0.257  0.46
63 H -2.201 7.675 0.094  0.36
64 H -0.208 4.525 0.811  0.33
65 H 0.099 3.642 2.443  0.44

Kohn-Sham gap (spin up / spin down)	5.85 / 6.18	eV
2S+1	5
charge	+1
HOMO level (spin up / spin down)	-9.111 / -10.637	eV
F_max	0.12776	Eh/bohr
<S²>	6.079

---

# 4
The following is a DFT calculation (wB97M-V/def2-TZVPD) of a molecular structure, C31H26CoN2OS5 at a distorted geometry.

Last column: Mulliken charge in e.
Positions of all 66 atoms, in Å:
1 Co -0.865 -0.143 -0.688  -0.39
2 S 3.874 -3.423 -1.165  -0.04
3 C 5.477 -4.002 -0.948  -0.35
4 C 6.359 -2.995 -0.710  -0.64
5 C 5.746 -1.729 -0.698  -0.52
6 C 4.392 -1.774 -0.930  0.44
7 C 3.449 -0.687 -0.962  0.63
8 C 2.065 -0.937 -1.062  -0.23
9 N 1.143 -0.004 -1.024  -0.16
10 C 1.531 1.294 -0.916  0.09
11 C 2.897 1.660 -0.848  1.24
12 C 3.221 3.044 -0.722  -1.09
13 C 2.256 3.992 -0.660  -1.17
14 C 0.872 3.649 -0.732  1.09
15 C -0.155 4.590 -0.685  -0.63
16 C -1.486 4.168 -0.777  0.88
17 C -1.721 2.791 -0.930  -0.64
18 N -0.770 1.879 -0.976  -0.31
19 C 0.524 2.283 -0.870  -0.34
20 C -2.583 5.104 -0.742  0.29
21 C -3.934 4.857 -0.710  -0.43
22 C -4.716 6.025 -0.653  -0.57
23 C -3.969 7.160 -0.649  -0.36
24 S -2.286 6.826 -0.708  -0.20
25 C 3.854 0.648 -0.875  -0.94
26 H 5.668 -5.056 -1.003  0.46
27 H 7.410 -3.152 -0.546  0.41
28 H 6.294 -0.825 -0.505  0.37
29 H 1.721 -1.958 -1.176  0.25
30 H 4.265 3.319 -0.661  0.44
31 H 2.510 5.037 -0.554  0.44
32 H 0.076 5.640 -0.580  0.44
33 H -2.733 2.429 -1.043  0.30
34 H -4.356 3.868 -0.715  0.44
35 H -5.792 6.017 -0.617  0.39
36 H -4.306 8.177 -0.608  0.44
37 H 4.902 0.902 -0.831  0.43
38 C -5.031 -2.168 -0.557  -1.69
39 C -3.567 -1.861 -0.685  0.78
40 S -3.145 -0.203 -0.497  -0.43
41 C -2.624 -2.811 -0.960  0.65
42 C -2.937 -4.273 -1.095  -1.42
43 S -0.972 -2.385 -1.199  -0.52
44 H -5.584 -1.233 -0.503  0.42
45 H -5.233 -2.749 0.344  0.30
46 H -5.385 -2.734 -1.420  0.36
47 H -4.001 -4.453 -1.232  0.38
48 H -2.609 -4.811 -0.202  0.14
49 H -2.387 -4.679 -1.941  0.36
50 C -1.272 -0.059 3.468  -1.21
51 S -0.561 -0.038 1.749  1.10
52 O 0.563 0.895 1.820  -0.71
53 C 0.129 -1.702 1.888  0.58
54 C 1.501 -1.868 1.909  -0.55
55 C 2.030 -3.149 1.928  -0.59
56 C 1.183 -4.245 1.919  -0.72
57 C -0.192 -4.069 1.924  -0.59
58 C -0.725 -2.793 1.898  -0.56
59 H -0.461 -0.232 4.167  0.41
60 H -2.012 -0.847 3.527  0.37
61 H -1.722 0.911 3.647  0.42
62 H 2.135 -0.993 1.907  0.55
63 H 3.102 -3.295 1.941  0.56
64 H 1.590 -5.244 1.921  0.42
65 H -0.846 -4.926 1.941  0.39
66 H -1.797 -2.659 1.869  0.37

Kohn-Sham gap (spin up / spin down)	4.72 / 4.83	eV
energy relative to the best compared isomer or geometry (same formula, charge and spin)	0.869	eV
2S+1	2
HOMO level (spin up / spin down)	-5.758 / -5.866	eV
F_max	0.04189	Eh/bohr
<S²>	0.806

---

# 5
The following is a DFT calculation (wB97M-V/def2-TZVPD) of a single CH4ClNOP2 molecule at a distorted geometry.

Last column: Mulliken charge in e.
Positions of all 10 atoms, in Å:
1 C 1.470 -0.679 0.045  -0.98
2 N -1.313 0.090 -0.321  0.42
3 O -2.326 0.291 -0.968  -0.54
4 P -0.363 1.526 0.689  0.02
5 P 0.243 0.358 -1.073  0.18
6 Cl -1.588 -1.534 0.806  -0.19
7 H 1.409 -0.145 0.958  0.36
8 H 2.372 -0.699 -0.498  0.36
9 H 1.247 -1.815 0.081  0.28
10 H -1.151 2.608 0.281  0.08

Kohn-Sham gap (spin up / spin down)	7.80 / 7.80	eV
energy relative to the best compared isomer or geometry (same formula, charge and spin)	2.233	eV
SMILES string	CP1#[PH][N@+]1([O-])Cl
HOMO level (spin up / spin down)	-9.062 / -9.063	eV
F_max	0.06833	Eh/bohr

---

# 6
The following is a DFT calculation (wB97M-V/def2-TZVPD) of a molecular structure, C5H10NO at a distorted geometry.

Last column: Mulliken charge in e.
Positions of all 17 atoms, in Å:
1 C -1.946 -1.045 -0.813  -0.86
2 C -1.484 0.664 1.379  0.03
3 C -0.964 -0.383 -0.234  0.04
4 C 1.501 -0.918 0.466  -1.23
5 C 0.512 -0.231 -0.571  0.31
6 N 0.915 1.321 -0.534  -0.35
7 O -0.696 1.488 1.749  -0.45
8 H -1.734 -1.602 -1.705  0.29
9 H -2.939 -1.099 -0.411  0.26
10 H -2.514 0.625 1.651  0.40
11 H 1.722 -1.908 0.282  0.40
12 H 2.470 -0.494 0.211  0.38
13 H 1.248 -0.801 1.532  0.31
14 H 0.806 -0.598 -1.585  0.44
15 H 0.374 1.849 -1.165  0.32
16 H 1.921 1.488 -0.674  0.36
17 H 0.809 1.645 0.422  0.34

Kohn-Sham gap	10.20	eV
energy relative to the best compared isomer or geometry (same formula, charge and spin)	3.134	eV
charge	+1
HOMO level	-13.690	eV
F_max	0.09756	Eh/bohr